[1]
Density functional theory data (ωB97M-V with the def2-TZVPD basis set) for a molecular structure, C54H39BCl5F2N7NaO4S.

Geometry as ORCA input:
```
! wB97M-V def2-TZVPD RIJCOSX def2/J DEFGRID3
* xyz -1 1
Cl -0.72 -1.98 2.41
C 1.48 3.29 4.52
C -1.62 1.80 -1.76
H 2.99 6.39 9.91
C -4.53 -0.38 -2.05
N 1.44 0.66 1.97
H -1.96 5.42 0.30
H -6.17 -2.66 -4.67
C 1.01 7.34 6.74
C 2.63 1.08 4.46
C 2.25 -0.23 2.50
H 5.60 3.31 -2.08
B -2.61 0.75 -2.09
H -3.90 -1.73 -5.11
C 5.86 1.23 -1.63
F -3.86 4.42 -1.40
H 0.46 7.58 5.84
C -4.42 -1.52 -4.19
C 2.83 -2.57 -1.61
N 1.90 3.87 5.71
H 7.07 -1.12 -1.52
C 5.30 2.48 -1.46
C 1.78 2.06 3.91
H -6.29 -0.69 -0.85
Cl 7.97 -4.75 0.70
H -7.33 -2.17 -2.56
H 5.90 -3.14 -1.83
N 1.20 0.92 -2.22
C 2.22 5.73 8.03
H 3.14 1.73 1.05
H 2.40 7.91 11.54
H 4.10 0.33 -3.83
H -2.37 5.14 -3.43
O -3.78 0.47 -1.31
F 0.01 4.19 -4.05
C 3.88 -3.00 0.26
C 9.68 -1.64 -1.06
Na -0.08 0.66 -0.23
C -2.01 4.33 -2.81
C -1.30 4.72 0.80
C -2.64 3.92 -1.70
H 2.76 1.27 -5.73
C 3.07 0.64 -3.69
C 2.88 8.68 10.92
Cl 7.07 1.06 -2.88
C 1.06 1.65 -4.48
C 4.51 0.36 0.12
N 1.89 -2.92 -0.78
C -0.85 3.51 0.02
H 0.47 2.09 -5.27
C -1.25 -2.75 0.91
H 2.62 4.73 8.17
H 2.00 -3.53 1.28
H -0.52 -3.50 0.63
N 4.05 -2.55 -1.03
S 10.10 -4.15 -1.32
H -2.79 2.53 -0.08
O 6.46 -1.70 0.35
H 4.20 -0.47 0.74
H 3.89 8.35 10.66
C -0.68 2.29 -2.77
C 1.17 1.80 2.64
H 2.44 -1.12 1.92
C 7.81 -1.53 0.74
C 1.94 7.96 8.87
Cl -1.36 -1.59 -0.43
C 2.33 1.19 -4.73
C -5.69 -2.03 -3.93
H 7.86 -1.93 1.76
C 2.44 6.67 9.02
H 2.95 0.03 -1.63
C 4.33 2.66 -0.48
C 1.31 5.10 5.78
C 3.92 1.59 0.30
O 2.12 8.96 9.77
Cl 3.66 4.23 -0.24
H 2.66 -2.29 -2.64
C 10.45 -2.52 -1.74
H 3.50 -0.86 4.14
H 3.09 1.25 5.42
H 4.70 -3.09 0.95
H 5.06 -1.83 -2.67
C -0.87 4.94 2.05
C -2.04 2.90 -0.78
H -1.15 5.83 2.61
C 2.44 0.50 -2.47
C 0.53 1.56 -3.19
C 2.54 -3.21 0.40
C 6.15 -1.21 -0.94
C -0.87 3.57 -3.21
C 8.89 -3.62 -0.19
C 1.21 8.28 7.73
O -2.66 -0.05 -3.27
C 1.52 6.04 6.87
N 0.54 5.34 4.74
C 5.49 0.15 -0.85
C -3.86 -0.70 -3.24
H 11.21 -2.32 -2.48
H 2.55 3.48 6.36
N -0.19 2.48 0.81
H 0.83 9.29 7.63
C 0.29 2.78 1.99
H 8.07 -0.47 0.77
C 2.86 -0.07 3.75
H 2.94 9.61 11.49
C 5.30 -2.24 -1.69
C -6.35 -1.74 -2.74
H -2.23 -3.17 1.09
C 0.03 4.00 2.68
C -5.77 -0.91 -1.78
H -0.13 3.85 -0.75
H 9.73 -0.57 -1.19
C 8.78 -2.26 -0.15
C 0.63 4.23 3.93
*
```

As for the HOMO-LUMO gap: 4.267 eV. The strongest force on any atom is 0.874 eV/Å.

---

[2]
Density functional theory data (ωB97M-V with the def2-TZVPD basis set) for CH2Br2O3 in the gas phase at a distorted geometry.

Geometry as ORCA input:
```
! wB97M-V def2-TZVPD RIJCOSX def2/J DEFGRID3
* xyz 0 1
Br 2.95 0.57 0.37
H 0.60 -0.58 1.16
H 0.29 0.06 -1.53
O 1.55 1.38 -0.43
C 0.20 0.88 0.15
O -0.24 -0.01 -0.77
O 0.36 0.41 1.34
Br -0.92 2.44 0.06
*
```

As for the HOMO-LUMO gap: 9.846 eV. The strongest force on any atom is 4.078 eV/Å.

---

[3]
Density functional theory data (ωB97M-V with the def2-TZVPD basis set) for a molecular structure, C27H41AsCl2F3N6O3S3SeSr.

Geometry as ORCA input:
```
! wB97M-V def2-TZVPD RIJCOSX def2/J DEFGRID3
* xyz -1 1
H 4.21 -2.65 2.53
C -1.39 -5.94 -1.42
C 2.03 5.21 0.79
H -2.21 -6.42 -0.87
O -0.87 1.50 -4.79
H 2.48 -2.47 2.97
C 3.30 4.36 -1.14
H -5.67 -0.86 4.72
C 0.22 -2.36 4.66
H 4.61 -0.08 2.80
N -1.50 -4.50 -1.37
N 2.60 4.07 0.09
C -3.91 -0.01 5.60
S -0.20 0.32 4.03
H 1.62 0.32 6.20
H -2.01 0.78 6.21
H 2.97 0.60 3.00
H -4.41 0.28 6.52
C 4.11 3.14 -1.54
H 2.23 -3.85 6.94
H -2.42 4.53 1.01
H -4.52 -1.53 2.64
C 3.15 1.97 -1.67
H -3.46 3.86 -0.30
H 4.56 -2.08 -0.68
C 1.74 -3.06 6.39
H 3.94 5.22 -0.96
H 4.04 1.23 1.73
H -0.51 -6.59 -3.33
H 2.89 -3.43 1.57
H 4.90 -0.35 -0.58
O 0.52 2.67 -3.15
As 3.02 -0.97 1.02
N 2.32 1.78 -0.49
H 2.73 -1.49 7.48
H -0.45 -6.27 -0.98
H 1.22 5.70 2.72
H -0.17 3.91 1.81
H 0.64 3.27 3.24
C -3.98 -1.02 3.42
C 2.02 -1.73 6.70
H 2.60 4.63 -1.94
F 0.68 -0.66 -4.82
H -2.23 -7.00 -3.16
H 1.13 5.57 0.27
H 4.86 2.94 -0.77
Se -0.35 -2.78 1.05
S -0.23 1.50 -3.50
H 0.64 -4.40 5.12
H -1.67 -4.71 -4.45
C 1.40 -0.72 5.99
C -1.93 -0.11 4.26
C 2.10 2.79 0.29
C 3.75 0.34 2.28
H -0.44 -2.60 3.83
C 1.14 0.23 -3.94
Cl -1.19 3.88 -0.89
H -1.24 -3.91 -0.52
C -2.63 -0.75 3.24
C 1.71 4.86 2.22
H 4.63 3.32 -2.49
Cl -2.55 2.19 1.08
C 0.50 -1.03 4.98
H 3.70 1.05 -1.86
H 0.15 -0.75 2.17
C -1.68 -3.96 -2.56
O -1.03 0.95 -2.40
F 2.11 0.94 -4.51
C 0.81 3.64 2.22
H 2.51 2.15 -2.53
N 0.22 0.22 2.53
C -2.57 0.27 5.43
C -1.47 -6.24 -2.94
C -4.62 -0.65 4.59
C -2.52 3.76 0.25
H 2.77 6.02 0.75
N 1.43 2.58 1.46
N -1.85 -4.95 -3.49
H 1.06 1.65 1.63
H 5.53 -1.45 0.67
H -2.11 -1.06 2.34
Sr 0.13 -0.67 -0.89
F 1.73 -0.54 -2.94
C 0.84 -3.37 5.38
C 4.68 -1.24 0.00
S -1.74 -2.30 -2.95
C 3.19 -2.55 2.15
H 2.64 4.63 2.76
*
```

As for the HOMO-LUMO gap: 5.522 eV. The strongest force on any atom is 0.960 eV/Å.

---

[4]
Density functional theory data (ωB97M-V with the def2-TZVPD basis set) for C6H8BNO4 in the gas phase at a distorted geometry.

Geometry as ORCA input:
```
! wB97M-V def2-TZVPD RIJCOSX def2/J DEFGRID3
* xyz 0 1
O -1.70 1.95 1.35
C -0.78 -0.49 1.37
B -1.80 0.68 0.78
O 2.00 0.24 -0.95
N 2.36 -1.21 2.16
H 2.49 0.27 -2.95
H -1.46 -2.01 -0.05
C 0.47 -0.89 0.43
H -0.35 -2.68 1.31
H -2.47 2.43 1.13
C 2.19 0.90 -2.13
H -0.50 -0.42 2.41
H 1.30 1.35 -2.43
O -2.79 0.28 -0.05
C 1.56 -1.03 1.35
C -0.74 -1.82 0.77
H 3.14 1.62 -1.95
O -0.16 0.14 -1.50
H -3.54 0.85 -0.26
C 0.77 -0.17 -0.80
*
```

As for the HOMO-LUMO gap: 10.188 eV. The strongest force on any atom is 5.130 eV/Å.

---

[5]
Density functional theory data (ωB97M-V with the def2-TZVPD basis set) for 5 unconnected molecules or ions with the total composition C31H56FI2N7O14PS2 at a distorted geometry.

Geometry as ORCA input:
```
! wB97M-V def2-TZVPD RIJCOSX def2/J DEFGRID3
* xyz 1 1
P -2.41 -0.69 -3.15
H 5.38 -5.77 -1.50
C -8.31 1.89 8.05
C 10.93 5.38 -1.70
H -10.90 -3.27 -1.80
H 8.81 8.79 1.02
N -6.01 -1.97 -3.27
H 7.17 -1.00 -0.64
H -7.04 -1.33 4.60
C -1.57 -0.42 0.79
C -5.65 0.59 -1.60
H -10.47 1.77 8.19
C -9.04 -3.16 -0.75
C 7.10 -0.84 -1.72
N -3.05 -0.23 0.46
C -3.65 -3.54 -3.36
H -7.91 -1.15 -0.97
H -9.84 3.41 7.93
H 5.80 -7.07 0.64
O 7.74 -6.65 -1.02
O -7.97 0.85 5.57
H -3.61 0.34 1.15
H -4.44 -4.43 -3.42
H 10.87 4.84 -2.65
H -6.10 3.52 -1.33
H 5.62 -0.15 -3.17
O 5.35 0.81 -1.33
O -8.17 0.48 7.82
H 6.01 4.52 -2.17
H -1.16 1.55 1.95
O 10.45 6.91 0.43
H -2.58 -3.63 -0.67
S -1.87 1.17 -2.69
H -8.15 2.05 9.12
H -7.87 2.79 -1.77
C -3.64 -0.76 -0.66
H -1.24 -1.26 -3.81
H 1.72 -0.11 -0.95
C -6.38 1.39 -0.53
C -7.85 -1.78 5.17
I -5.53 1.50 -3.58
F -2.05 -5.65 -3.90
C 5.12 -6.21 0.62
N -2.96 -1.62 -1.73
H -7.91 -1.95 0.84
C 10.54 10.02 0.56
H 5.64 4.96 -0.50
C -0.91 1.10 0.89
H 11.29 9.31 0.91
H 5.23 -5.70 1.58
H 11.98 5.59 -1.48
H -3.48 -0.73 -4.12
N -3.61 -3.73 -0.91
S -7.82 -4.40 -3.80
H 7.86 -0.10 -1.98
H 10.17 -6.05 -1.53
C 5.45 -5.27 -0.53
H -1.03 -1.11 0.02
H -9.89 2.24 6.60
C 5.71 -0.35 -2.09
H 10.19 -6.33 0.25
N -5.06 -0.73 -1.16
H -8.81 -1.64 4.67
O -1.03 -3.70 -2.92
O 6.75 -4.68 -0.35
O -7.92 -1.25 6.49
O -9.16 -4.41 -0.28
H -1.54 -0.86 1.90
C 0.72 0.96 0.62
H 10.37 10.75 1.35
C -6.99 -2.91 -3.51
H -9.69 -2.50 -2.66
H -5.74 -2.81 0.35
O 6.70 2.11 -2.66
C 7.80 -5.49 -0.64
C -7.03 2.87 -0.96
H 0.85 1.28 -1.51
H -7.39 3.42 0.04
H 7.33 -1.77 -2.24
H 1.29 1.96 0.88
N -10.09 -2.61 -1.70
C 10.06 7.28 -0.67
H 4.10 -6.58 0.52
H -1.45 1.79 0.10
H 10.98 10.54 -0.31
H 4.97 -1.13 -1.85
H 1.09 0.11 1.35
C -6.34 -2.81 -0.69
C -7.82 -2.14 -0.32
C 5.92 1.97 -1.73
C 10.13 -5.57 -0.54
H 10.50 4.74 -0.92
O 9.44 8.45 -0.94
O 8.94 -4.80 -0.39
C -9.71 2.36 7.67
O 5.51 2.96 -0.89
C 9.25 9.33 0.17
C -8.01 0.10 6.53
N 0.89 0.50 -0.81
C -2.17 -4.24 -3.37
C 6.13 4.22 -1.13
H -3.79 -2.92 -4.35
H -3.84 -4.71 -1.19
H 4.73 -4.44 -0.54
H 7.19 4.17 -0.85
C -4.01 -2.72 -1.98
I -6.62 0.79 1.56
H -6.44 -3.96 -0.98
H -7.54 2.45 7.51
H 10.99 -4.90 -0.45
H -7.66 -2.86 5.25
H 8.51 10.08 -0.14
O 10.20 6.59 -1.83
C -5.51 -2.00 -1.85
*
```

As for the HOMO-LUMO gap: 6.939 eV. The strongest force on any atom is 9.770 eV/Å.

---

[6]
Density functional theory data (ωB97M-V with the def2-TZVPD basis set) for a molecular structure, C4H6O2 at a distorted geometry.

Geometry as ORCA input:
```
! wB97M-V def2-TZVPD RIJCOSX def2/J DEFGRID3
* xyz 0 1
O 0.76 1.13 -0.46
C 1.12 -0.63 0.52
O -1.69 0.22 0.78
C 1.52 0.64 0.59
H -1.75 0.27 -1.28
H 2.18 1.26 1.15
H 0.53 -0.61 -1.62
C -1.27 -0.29 -0.45
H -1.60 -1.33 -0.49
H 1.29 -1.55 1.03
H -1.32 1.11 0.88
C 0.24 -0.22 -0.64
*
```

As for the HOMO-LUMO gap: 10.086 eV. The strongest force on any atom is 1.234 eV/Å.

---

[7]
Density functional theory data (ωB97M-V with the def2-TZVPD basis set) for C4H12N2O5S2 in the gas phase at a distorted geometry.

Geometry as ORCA input:
```
! wB97M-V def2-TZVPD RIJCOSX def2/J DEFGRID3
* xyz 0 1
H 2.52 -0.68 0.80
O -1.98 1.65 -1.41
H -2.58 -1.16 1.49
H 0.75 2.12 -1.33
S -1.43 1.34 0.04
O -0.23 -2.60 -0.53
H -2.13 -2.82 1.39
C -0.07 0.01 0.28
H 2.59 1.63 -1.26
S -1.12 -1.50 -0.18
N -2.19 -1.96 0.98
C 1.60 1.66 -0.86
H 1.03 -0.01 -1.80
H -0.39 -0.39 2.15
C 1.16 0.19 -0.72
O -1.89 -1.04 -1.31
H -2.36 0.82 -1.74
O -2.41 0.68 0.87
H 3.23 -0.76 -0.72
N 0.36 0.00 1.61
C 2.19 -0.85 -0.18
O -0.97 2.63 0.49
H 1.93 -1.92 -0.11
H 1.81 2.04 0.07
H 0.59 0.91 1.99
*
```

As for the HOMO-LUMO gap: 10.763 eV. The strongest force on any atom is 3.654 eV/Å.

---

[8]
Density functional theory data (ωB97M-V with the def2-TZVPD basis set) for a molecular structure, C2H2NO2P at a distorted geometry.

Geometry as ORCA input:
```
! wB97M-V def2-TZVPD RIJCOSX def2/J DEFGRID3
* xyz 0 1
N -0.70 1.13 0.00
O 1.59 0.79 0.07
C 0.39 0.29 0.00
H 1.53 1.57 -0.39
P -2.08 0.27 0.05
O -1.35 -1.17 0.00
C 0.05 -1.04 -0.02
H 0.56 -1.84 0.30
*
```

As for the HOMO-LUMO gap: 8.813 eV. The strongest force on any atom is 4.674 eV/Å.

---

[9]
Density functional theory data (ωB97M-V with the def2-TZVPD basis set) for a gas-phase ion, C5H7ClN3O2 (charge +1) at a distorted geometry.

Geometry as ORCA input:
```
! wB97M-V def2-TZVPD RIJCOSX def2/J DEFGRID3
* xyz 1 1
O 1.17 -3.44 -1.91
H -0.42 -0.18 -3.52
H -0.81 1.75 -2.38
C -0.16 -0.44 0.26
H -0.44 0.61 2.09
H 0.32 1.71 -0.12
C 0.29 -1.29 -1.85
C -0.41 0.97 -0.45
H -0.92 -0.99 2.07
C -0.19 -0.16 -2.48
H 0.71 -2.54 -0.09
H 0.72 -0.63 2.11
O 0.70 -2.51 -3.75
N -0.24 -0.38 1.73
N -0.47 0.98 -1.85
N 0.79 -2.53 -2.58
Cl -1.91 1.63 0.58
C 0.37 -1.53 -0.41
*
```

As for the HOMO-LUMO gap: 8.530 eV. The strongest force on any atom is 3.955 eV/Å.

---

[10]
Density functional theory data (ωB97M-V with the def2-TZVPD basis set) for a molecular structure, C25H34N5O2P2Sn.

Geometry as ORCA input:
```
! wB97M-V def2-TZVPD RIJCOSX def2/J DEFGRID3
* xyz 3 1
C -0.03 -1.68 3.51
N 0.00 2.25 1.05
H -6.08 -2.87 -0.06
H -4.09 -4.11 0.80
H -1.45 -0.31 -3.85
H 4.78 0.78 -1.95
C -3.66 1.08 -0.30
H 3.64 -1.12 1.29
C 0.84 4.87 1.32
N -1.37 0.28 2.78
H -0.94 -2.25 3.30
H -2.25 -0.22 2.91
C -2.08 2.93 -0.08
N -2.44 1.60 0.13
H -0.07 -2.30 0.69
C -5.14 -2.37 0.07
C 2.97 -3.06 -2.92
H 4.50 0.42 1.19
C 0.99 -1.86 2.41
C 1.12 -1.10 -2.25
H 4.32 -2.05 -1.61
C 3.32 -2.06 -2.03
C 3.93 1.36 -1.58
H -0.76 -0.08 4.78
C -4.03 -3.06 0.56
H 3.40 1.76 -2.44
C -0.35 4.58 0.68
H -1.00 5.35 0.27
H -2.00 -1.31 -2.49
C 4.09 -0.40 0.60
H 1.86 -1.22 2.58
H -5.83 -0.42 -0.59
H 1.17 5.89 1.44
H 3.70 -3.82 -3.19
H 4.91 -0.87 0.08
H -0.69 2.39 -2.51
H 0.99 2.30 -1.92
H -0.20 -2.16 -3.60
H 2.54 4.01 2.34
H -2.42 0.42 -2.58
N -2.71 -1.07 0.44
C 1.71 -3.09 -3.48
H 1.35 -2.89 2.37
H -1.59 1.26 3.01
H -1.97 -2.90 1.10
C 2.42 -1.06 -1.69
C 1.61 3.83 1.83
H 1.23 -1.40 0.40
C 1.17 2.53 1.66
C -5.01 -1.02 -0.22
C -0.75 3.26 0.57
O -4.55 1.68 -0.84
P -0.14 0.14 -1.87
H 4.31 2.19 -0.99
H 0.57 1.67 -3.54
H 1.43 -3.87 -4.18
P 2.85 0.32 -0.54
C 0.78 -2.12 -3.15
C -3.79 -0.40 -0.02
C 0.23 1.79 -2.51
C -0.37 -0.23 3.77
C -2.84 -2.38 0.72
C -1.65 -0.32 -2.77
H 1.76 1.69 2.01
H 0.38 -2.12 4.43
N 0.45 -1.50 1.05
Sn -0.91 0.28 0.59
O -2.69 3.76 -0.68
H 0.52 0.40 3.68
*
```

As for the HOMO-LUMO gap: 8.059 eV. The strongest force on any atom is 0.279 eV/Å.

---

Which value of strongest force on any atom does entry 8 give? 4.674 eV/Å